(1)
Here is a structure of composition C25H42GeN6O5SW from OMol25. Energies are from ωB97M-V with the def2-TZVPD basis set.

Results
Largest force on an atom, eV/Å: 2.4
HOMO-LUMO gap (spin up / spin down), eV: 5.36 / 5.04
<S²>: 0.755

```
! wB97M-V def2-TZVPD RIJCOSX def2/J DEFGRID3
* xyz 3 2
W 0.51231 -0.78713 0.26046
Ge -2.12905 0.04694 1.35603
S -1.15448 1.21353 -5.57492
O -0.91827 -1.55035 1.56089
O -0.18203 0.20579 -5.95575
O -0.27595 0.94104 1.34725
O -2.22011 0.33604 -2.76936
O -1.52895 -0.17549 -0.61037
N 1.56621 6.35467 -4.93512
N 3.99617 -1.93939 2.81711
N 2.03012 -0.51278 -1.28694
N 2.05711 -1.36166 1.41533
N 2.35667 -0.02211 -3.61592
N 0.31562 0.29858 -2.62483
C 0.98788 2.91007 -5.92171
C 3.57873 -0.52729 -3.60091
C 3.27848 -1.08004 -1.31024
C -1.03418 -2.94045 1.22628
C -0.15237 -3.19314 -0.04376
C -0.31042 2.71170 -5.41144
C 5.10143 -0.99950 2.94416
C 1.74859 1.74083 2.34300
C -0.40771 1.64907 3.65905
C -0.98759 3.78249 -4.79087
C 4.06876 -1.12166 -2.43504
C -2.64772 1.97277 -1.03092
C -0.32645 1.38892 -1.90282
C 1.63794 -0.04150 -2.52019
C 1.59053 4.12782 -5.80110
C -3.22487 -0.67148 -2.70557
C -2.49609 -3.28978 0.96117
C 0.94569 5.19185 -5.11837
C -1.73762 0.85732 -1.55009
C 4.07678 -3.11291 3.67277
C -0.47681 -3.73877 2.40789
C 0.22521 1.91567 2.29546
C -0.17050 3.29724 1.77151
C -0.37091 4.98755 -4.62573
C 2.96228 -1.65700 2.12271
H 5.10689 -0.55679 3.94139
H -2.19923 2.44987 -0.15914
H -0.40803 -4.79394 2.16244
H -0.08958 -2.26222 -0.73492
H -1.13517 -3.63265 3.26591
H 2.12497 1.52738 1.32793
H 0.01093 0.26882 -3.59422
H -0.88003 5.80752 -4.14305
H 0.04005 2.28171 4.42179
H -1.47870 1.86532 3.61931
H 0.51135 -3.35929 2.67709
H 5.03968 -1.58785 -2.40672
H -0.63324 -3.95186 -0.66689
H -2.00021 3.62434 -4.45399
H 5.09069 -3.50776 3.62285
H 2.55764 4.30388 -6.24261
H 0.31673 3.49525 0.81950
H 2.48069 6.52137 -5.33005
H -0.39180 2.29184 -2.51963
H -3.62587 1.56771 -0.76750
H -2.78644 -1.64897 -2.48554
H 0.11261 4.07255 2.47672
H -2.88443 -2.71610 0.11528
H -2.78704 2.71548 -1.81261
H -1.25193 3.33696 1.63435
H 1.46935 2.09085 -6.43193
H 1.09540 7.13421 -4.50198
H 5.03576 -0.21215 2.19685
H -3.99614 -0.43669 -1.96961
H 2.22999 2.64783 2.70153
H 3.38098 -3.88336 3.35013
H 3.61917 -1.52718 -0.38186
H 6.03813 -1.54077 2.81243
H -2.61331 -4.35212 0.76352
H 0.84504 -3.58296 0.21497
H 3.86390 -2.84113 4.70838
H -0.26557 0.60161 3.93527
H -3.08633 -3.05045 1.84532
H 4.14070 -0.47089 -4.52091
H -3.65627 -0.69465 -3.70204
H 0.22445 1.61231 -0.97340
H 2.01094 0.92279 3.01368
*
```

Atomic partial charges in e from the Mulliken method, atoms 1 to 2: number 1, W, carries 1.19; number 2, Ge, carries 0.27

***

(2)
Here is a structure of composition C25H42N6O2PtSi4Te from OMol25. Energies are from ωB97M-V with the def2-TZVPD basis set.

Results
Largest force on an atom, eV/Å: 0.7
HOMO-LUMO gap (spin up / spin down), eV: 6.63 / 7.00
Energy relative to the best compared isomer or geometry (same formula, charge and spin), kcal per mole: 7.2
<S²>: 2.015

```
! wB97M-V def2-TZVPD RIJCOSX def2/J DEFGRID3
* xyz 0 3
Pt 0.11259 -0.04831 1.36057
Te -0.46412 2.30320 2.13863
Si 0.97569 5.24649 4.01371
Si -0.46840 2.13901 5.91016
Si 0.91081 2.90160 4.17349
Si 3.05224 1.94730 4.27520
O 1.95490 1.32185 0.28573
O 1.79551 3.41055 -0.11881
N 0.65243 -1.78898 0.20799
N 1.65401 2.48132 0.65088
N -3.78306 0.71080 0.23088
N 0.74723 -2.91627 -1.68402
N -0.64141 0.41305 -1.37490
N -2.20748 -0.67820 0.93908
C -2.20038 2.84247 5.71947
C -4.05739 0.49544 1.57176
C -3.99730 -0.34668 4.17752
C 1.45763 5.99766 5.67188
C 1.41817 -5.08885 1.71239
C -2.03532 0.01010 -1.45392
C -3.01901 -0.81386 3.32276
C 3.81371 2.67544 5.83629
C 1.25104 -5.20957 -0.70896
C 0.90846 -3.11908 0.50137
C 0.56540 -1.70175 -1.09743
C 1.13728 -3.73787 1.72595
C 2.20857 5.78712 2.71410
C -3.05992 -0.38368 1.99950
C 0.17940 2.67385 7.59631
C 0.97695 -3.84730 -0.68552
C -2.67779 -0.01703 -0.08601
C -4.99488 0.53722 3.73556
C -0.72965 5.88075 3.54855
C 4.15297 2.37452 2.82482
C 0.35738 -0.46669 -1.93341
C 2.95359 0.08341 4.43888
C -0.58827 0.26813 5.85404
C -5.03823 0.98372 2.42859
C 1.46785 -5.81721 0.51291
H 1.04566 2.08209 7.90414
H 2.48184 -0.34642 3.54950
H -4.30528 1.29232 -0.40047
H -2.61232 0.66723 -2.10972
H -2.19655 3.93235 5.81325
H -1.49438 5.50484 4.23343
H -1.36855 -0.10506 6.52420
H 1.68220 -6.87712 0.54518
H 4.83062 2.30463 5.99416
H 2.13789 6.86348 2.53155
H 0.35592 -0.19851 6.14274
H 1.51719 7.08829 5.60988
H -3.99045 -0.65474 5.21591
H 3.94886 -0.35611 4.55100
H -5.79040 1.68775 2.09576
H -2.61854 2.58892 4.74050
H 0.73009 5.74468 6.44799
H 2.35651 -0.20566 5.30611
H 4.25931 3.45611 2.71100
H 3.22114 2.42846 6.72205
H 0.73007 -3.08737 -2.67384
H -0.82170 -0.05679 4.83575
H 2.03149 5.26701 1.76745
H 1.61553 -5.60371 2.64357
H 1.29821 -5.76681 -1.63549
H -2.86799 2.44156 6.48839
H 3.23228 5.56736 3.02988
H -2.22975 -1.47971 3.64798
H -2.09368 -0.99957 -1.86908
H 0.13019 -0.79646 -2.95833
H 3.86383 3.76579 5.76827
H -5.74644 0.87962 4.43537
H -0.48392 1.37052 -1.64602
H 1.10540 -3.16571 2.64487
H 3.73970 1.98285 1.89458
H 5.15019 1.94719 2.96318
H 1.29858 0.08606 -1.94767
H -0.76496 6.97380 3.56308
H -0.99474 5.54478 2.54262
H 0.48479 3.72340 7.58011
H 2.43299 5.62910 6.00121
H -0.59410 2.56163 8.36154
*
```

Atomic partial charges in e from the Mulliken method, atoms 1 to 2: number 1, Pt, carries 1.22; number 2, Te, carries -0.81

***

(3)
Here is a structure of composition C25H43Ag2N2O12 from OMol25. Energies are from ωB97M-V with the def2-TZVPD basis set.

Results
Largest force on an atom, eV/Å: 2.5
HOMO-LUMO gap (spin up / spin down), eV: 6.01 / 3.03
Energy relative to the best compared isomer or geometry (same formula, charge and spin), kcal per mole: 43.9
<S²>: 2.010

```
! wB97M-V def2-TZVPD RIJCOSX def2/J DEFGRID3
* xyz 3 3
Ag 11.72449 -32.00268 -19.30721
Ag 9.22105 -30.31852 -17.30689
O 9.26543 -24.17394 -15.31039
O 14.49553 -26.56980 -17.68744
O 10.05752 -22.54436 -16.63853
O 12.83125 -25.52425 -25.41572
O 11.88523 -29.59968 -19.35544
O 12.02870 -27.45844 -19.07014
O 12.73675 -24.66801 -23.35892
O 15.46772 -32.21663 -17.58994
O 7.97598 -27.97653 -23.12352
O 10.34711 -28.56608 -18.22020
O 6.32815 -27.67449 -21.63712
O 13.97689 -31.72298 -19.14855
N 11.44363 -28.53013 -18.85283
N 14.25074 -25.41932 -16.96443
C 15.83754 -30.14641 -16.47685
C 14.64539 -23.92765 -18.83417
C 7.47296 -27.58948 -21.95022
C 14.84774 -29.96425 -17.67051
C 9.41184 -27.98695 -23.07627
C 14.67477 -31.36053 -18.22408
C 15.05136 -24.25555 -17.38181
C 12.78668 -26.62538 -15.38150
C 13.51491 -24.79637 -22.12832
C 14.00275 -26.22573 -22.11551
C 9.93157 -23.82508 -16.24288
C 8.59902 -27.03494 -21.09718
C 14.79731 -23.35005 -14.96040
C 13.78480 -24.48228 -14.74600
C 10.53597 -23.93946 -18.51244
C 13.14226 -25.52639 -24.23122
C 14.73746 -23.03994 -16.46684
C 9.83393 -27.79006 -21.62578
C 16.34007 -31.59768 -16.62699
C 15.28619 -26.47612 -14.98177
C 14.05714 -25.73660 -15.57133
C 16.56884 -24.50559 -17.35718
C 10.47308 -24.80413 -17.25008
C 10.49233 -22.51336 -18.00310
C 14.06211 -26.59941 -23.62718
H 14.98649 -26.35806 -21.66864
H 11.46552 -24.98997 -16.81773
H 14.32327 -24.06652 -22.10411
H 9.88840 -25.71391 -17.22073
H 14.85974 -22.89145 -19.10046
H 15.57453 -27.33908 -15.58576
H 13.72866 -26.66050 -18.30529
H 9.76520 -28.91685 -23.53031
H 14.48162 -22.43023 -14.47201
H 13.74910 -22.63458 -16.69750
H 8.41811 -27.32932 -20.06483
H 16.83899 -25.44844 -17.83044
H 12.84892 -24.55806 -21.30098
H 15.41735 -29.39438 -18.40436
H 16.57844 -29.35244 -16.50448
H 11.43208 -21.96335 -18.07917
H 17.38351 -31.64531 -16.92213
H 8.71518 -25.96112 -21.22140
H 12.40657 -27.04644 -16.31274
H 16.15046 -25.82622 -14.89419
H 9.59015 -24.15593 -19.01233
H 12.97854 -27.48317 -14.73594
H 13.55101 -23.88612 -18.94746
H 15.27656 -30.03542 -15.54964
H 13.62937 -27.59579 -23.68001
H 11.32246 -24.19702 -19.22190
H 17.08796 -23.65805 -17.79596
H 9.85155 -28.77594 -21.15511
H 15.78203 -23.62440 -14.58588
H 9.73279 -21.99136 -18.58579
H 14.98427 -24.60518 -19.61702
H 15.02682 -26.49580 -24.12352
H 9.64610 -27.19404 -23.79783
H 13.96524 -29.50164 -17.24293
H 15.01933 -26.91262 -14.02243
H 12.00726 -26.07026 -14.86425
H 12.80790 -24.08189 -15.04107
H 16.90084 -24.56603 -16.32186
H 13.62106 -24.70263 -13.69105
H 10.77463 -27.26613 -21.47854
H 13.28777 -26.88294 -21.62461
H 15.43224 -22.22362 -16.67020
H 16.16324 -32.12176 -15.69281
*
```

Atomic partial charges in e from the Mulliken method, atoms 1 to 2: number 1, Ag, carries 0.70; number 2, Ag, carries 0.74